#w
Formula: C9H12N3
Source: OMol25
Level of theory: ωB97M-V/def2-TZVPD

Results
**Total charge**: +1
**HOMO level (alpha / beta)**: -13.3 / -13.3 eV
**SMILES string**: [H]/N=[N+](/C#N)C1=C[C@@H](CC)CC=C1
**Frontier orbital gap (alpha / beta)**: 6.428 / 6.431 eV

Geometry (Å):
C -4.52948 -0.07943 -0.42271
C -2.10161 1.49533 -0.13643
C -0.99700 2.23587 -0.00574
C -0.94012 -0.44945 0.71133
C -2.10787 0.13133 0.40627
C 0.20258 1.75410 0.74258
C 0.37510 0.20778 0.58527
C 1.44789 -1.76773 -0.83328
C 1.06684 -0.24333 -0.77518
N -5.41990 0.34517 -0.96670
N -3.42955 -1.70253 0.96699
N -3.25535 -0.64796 0.35928
H -2.93560 1.78387 -0.56171
H -1.11318 3.27027 -0.44586
H -1.00253 -1.45349 0.88839
H 1.16739 2.36926 0.38540
H 0.18625 1.85316 1.76799
H 0.87347 -0.02795 1.49799
H 2.36332 -1.87932 -0.50391
H 1.50955 -1.92220 -1.88290
H 0.65332 -2.34354 -0.36874
H 0.38936 0.15034 -1.66981
H 2.07310 0.38545 -0.90681
H -2.81220 -2.07192 1.64942

=====

#x
Formula: C9H12N3
Source: OMol25
Level of theory: ωB97M-V/def2-TZVPD

Results
**Total charge**: +1
**HOMO level**: -13.0 eV
**Frontier orbital gap**: 8.319 eV

Geometry (Å):
C -2.87859 -0.32437 0.84093
C -1.48963 -0.28784 0.81430
C -3.39172 0.48611 -0.22668
C -1.20556 0.63161 -0.30080
C -0.05265 1.00700 -1.00081
C 0.74858 -2.70063 -0.12893
C 1.83429 -1.77292 -0.52358
C 1.85404 -0.43790 0.32001
C 1.48870 1.99827 0.25121
N -2.35607 1.06311 -0.85494
N -0.09399 -3.36209 0.19620
N 1.25360 0.72415 -0.41350
H -3.47920 -0.99126 1.60026
H -0.93576 -0.66321 1.62634
H -4.40013 0.59176 -0.66696
H 2.71270 -2.34072 -0.26798
H 1.91040 -1.67574 -1.67361
H 1.35582 -0.56536 1.31399
H 2.95771 -0.31388 0.56203
H 0.93669 1.88621 1.25774
H 2.53700 1.89703 0.45710
H 1.11112 2.83478 -0.36607
H -2.38962 1.58040 -1.70901
H 1.97227 0.73550 -1.10722

=====

Need the numbers? Relative energies in eV: #w 2.343; #x 0.000.

=====

#w
Formula: C5H6OS2
Source: OMol25
Level of theory: ωB97M-V/def2-TZVPD

Results
**HOMO level**: -8.9 eV
**Frontier orbital gap**: 9.281 eV

Geometry (Å):
C -0.20784 -0.25177 0.54107
C -0.33380 -0.71236 -0.91935
C 0.54380 0.53905 -1.11525
C -0.20219 1.23518 0.05049
C 1.26585 -0.36803 0.71849
H -2.44896 -0.81213 1.45019
H 0.13555 -1.69710 -1.17911
H -1.38648 -0.70017 -1.31994
H 0.77504 1.01777 -2.08731
H -1.20562 1.64025 -0.28763
H 0.30803 1.93574 0.73469
O 1.75156 0.08972 -0.46607
S -1.15786 -0.84513 2.01415
S 2.16292 -1.07102 1.86560

=====

#x
Formula: C5H6OS2
Source: OMol25
Level of theory: ωB97M-V/def2-TZVPD

Results
**HOMO level**: -7.9 eV
**Frontier orbital gap**: 8.396 eV

Geometry (Å):
C 1.55634 -0.53178 -1.64241
C 0.72144 0.70401 -1.88040
C 1.19951 -0.44688 -0.18711
C 0.48862 0.91715 -0.45314
C -1.85707 0.12338 2.16085
O -1.14920 -0.80657 1.35228
S 2.49368 0.91934 -2.16333
S -0.67400 -0.59857 -0.22419
H 1.51316 -1.50551 -2.23503
H 0.19451 1.05446 -2.69147
H 1.55332 -0.95839 0.75584
H -1.78516 1.24702 1.76170
H -1.42357 0.10748 3.23745
H -2.83159 -0.22514 2.20898

=====

Need the numbers? Relative energies in eV: #w 0.000; #x 4.732.